No. 1
Formula: C31H33BrF4MnN4O2P
Source: OMol25
Level of theory: ωB97M-V with the def2-TZVPD basis set

```
77
Properties=species:S:1:pos:R:3:mulliken_spin:R:1
Mn -0.8195 -0.6233 0.5820 2.036
N 0.4722 1.6603 3.8986 -0.002
C 0.8098 0.9863 2.7957 0.027
O 0.0172 0.1714 2.3063 0.015
C 2.2057 1.2186 2.2691 0.053
C 2.3663 0.9727 0.7589 0.061
H -0.4848 1.6163 4.2186 0.000
H 1.0616 2.3889 4.2601 0.000
H 2.8554 0.5265 2.8168 -0.001
H 2.5265 2.2268 2.5332 -0.030
H 2.0968 -0.0706 0.5677 0.008
H 3.4287 1.0690 0.5276 0.004
F -7.8649 -1.1859 0.9875 0.000
C -6.6461 -0.6805 0.8872 0.000
C -6.4668 0.6825 0.7336 0.002
F -7.5203 1.4865 0.6917 0.000
C -5.1844 1.1955 0.6297 -0.010
F -5.0750 2.5199 0.5086 -0.001
C -4.0543 0.3923 0.6633 -0.016
P -2.3243 1.0494 0.4597 -0.080
C -2.4551 2.0344 -1.0781 -0.019
C -2.9092 3.3508 -1.1563 -0.003
C -2.9357 4.0104 -2.3745 -0.001
C -2.5208 3.3627 -3.5310 0.001
C -2.0727 2.0527 -3.4640 -0.004
C -2.0298 1.3951 -2.2427 -0.012
C -2.2631 2.3037 1.7901 -0.051
C -1.4431 3.4226 1.6633 0.020
C -1.2953 4.3156 2.7157 -0.013
C -1.9558 4.0941 3.9161 -0.002
C -2.7600 2.9699 4.0604 -0.002
C -2.9079 2.0788 3.0054 0.000
C -4.2706 -0.9677 0.8384 0.024
Br -2.8087 -2.1836 0.9794 0.042
C -5.5369 -1.5077 0.9450 -0.010
F -5.7205 -2.8159 1.1101 0.000
H -3.2417 3.8697 -0.2680 -0.001
H -3.2869 5.0330 -2.4211 0.000
H -2.5465 3.8817 -4.4803 0.000
H -1.7467 1.5428 -4.3614 0.000
H -1.6563 0.3806 -2.1919 0.015
H -0.9275 3.6106 0.7293 0.022
H -0.6726 5.1930 2.5924 0.000
H -1.8552 4.7981 4.7320 0.000
H -3.2875 2.7938 4.9893 0.000
H -3.5426 1.2091 3.1312 0.003
C 1.0299 3.5961 -1.7923 0.030
C 2.0606 3.1157 -0.7672 0.152
C 3.3931 2.8571 -1.4856 0.059
C 2.2831 4.2198 0.2855 0.098
C 1.5481 1.8702 -0.1054 -0.182
H 1.3518 4.5323 -2.2520 -0.001
H 0.0542 3.7656 -1.3300 -0.004
H 0.8935 2.8557 -2.5822 -0.008
H 3.6967 3.7503 -2.0345 0.001
H 3.2994 2.0364 -2.1992 -0.005
H 4.1962 2.6173 -0.7867 0.001
H 2.6300 5.1351 -0.1991 0.006
H 3.0417 3.9243 1.0140 -0.003
H 1.3588 4.4456 0.8216 -0.028
H 0.4832 1.6585 -0.1745 0.834
C 0.7344 -3.2045 -3.2176 0.001
N 1.0335 -3.1487 -1.7865 -0.002
C 1.9396 -3.9707 -1.1919 -0.008
C 2.2013 -3.9094 0.1332 0.007
C 1.4761 -2.9477 0.8966 -0.009
N 0.5956 -2.1543 0.3113 -0.016
C 0.3670 -2.2197 -1.0238 -0.008
O -0.4531 -1.4301 -1.5088 0.011
N 1.6508 -2.7995 2.2154 -0.003
H 1.3546 -3.9718 -3.6718 0.000
H 0.9426 -2.2401 -3.6746 0.000
H -0.3166 -3.4421 -3.3648 0.000
H 2.4373 -4.6731 -1.8456 -0.001
H 2.9255 -4.5664 0.5880 0.000
H 2.2502 -3.4126 2.7369 0.000
H 1.0710 -2.1338 2.7033 -0.001
```

- ⟨S²⟩: 3.801
- Net charge: +1
- E: -164253.926 eV
- Lowest unoccupied orbital energy (spin up / spin down): -2.366 / -2.431 eV
- 2S+1: 4
- Kohn-Sham gap (spin up / spin down): 7.632 / 6.443 eV



No. 2
Formula: C31H33ClIrN2O2Si2
Source: OMol25
Level of theory: ωB97M-V with the def2-TZVPD basis set

```
72
Properties=species:S:1:pos:R:3:mulliken_spin:R:1
C 1.4914 4.8076 -1.6727 -0.074
C 2.1903 3.6000 -1.7221 0.385
C 1.2251 2.4994 -1.6323 0.131
H 3.2583 3.4689 -1.9250 -0.003
C -0.1484 3.1521 -1.6082 -0.080
C 0.0976 4.5851 -1.5351 0.438
H -0.7019 5.3226 -1.5321 0.002
H 1.9436 5.7893 -1.7846 0.005
H 1.3713 1.5644 -2.1431 0.022
H -1.0163 2.6894 -2.0745 0.065
Ir 0.3583 2.4425 0.1763 1.559
Si 0.4560 -2.3313 -0.6039 0.136
C 0.7070 -3.7915 0.5328 0.150
C -0.1314 -4.0647 1.6221 0.057
H -1.1283 -3.6075 1.7107 0.000
C 0.3169 -4.9080 2.6505 -0.024
H -0.2937 -5.0583 3.5373 0.000
C 1.5712 -5.5211 2.5594 0.069
H 1.9513 -6.1288 3.3892 0.002
C 2.3715 -5.2885 1.4350 0.000
H 3.3641 -5.7450 1.3694 0.000
C 1.9446 -4.4334 0.4172 0.008
H 2.5817 -4.2385 -0.4515 0.004
C -1.4093 -2.6413 -0.9023 0.213
C -1.4842 -3.6423 -1.8789 0.125
H -0.5763 -3.9924 -2.3754 0.002
C -2.6999 -4.2566 -2.1834 -0.019
H -2.6982 -5.0698 -2.9169 0.001
C -3.8884 -3.8287 -1.5725 0.218
H -4.8465 -4.2933 -1.8287 -0.003
C -3.8327 -2.7708 -0.6510 0.085
H -4.7573 -2.3758 -0.2137 0.000
C -2.6000 -2.2110 -0.2808 0.043
H -2.6134 -1.4037 0.4752 0.006
H 1.0946 -2.5405 -1.9170 0.018
Si -0.9336 0.5344 0.8545 0.157
C -1.6536 0.6458 -1.0139 0.141
C -1.0243 0.1442 -2.1613 0.037
H 0.0243 -0.1426 -2.1668 -0.011
C -1.6844 -0.0243 -3.3708 -0.031
H -1.1463 -0.4381 -4.2207 0.002
C -3.0144 0.3487 -3.4793 0.040
H -3.5181 0.2562 -4.4389 0.002
C -3.6671 0.8589 -2.3644 -0.010
H -4.7083 1.1546 -2.4646 0.000
C -3.0050 1.0150 -1.1336 0.085
H -3.5469 1.4208 -0.2717 -0.006
C 0.6570 -0.8258 0.5702 0.069
C 1.7382 -0.5668 -0.3987 0.353
H 1.5248 -0.1767 -1.3956 0.014
C 3.1131 -0.6951 -0.0821 -0.073
H 3.8532 -0.5123 -0.8705 0.006
C 3.4959 -0.9692 1.2105 0.260
H 4.5542 -1.0515 1.4714 0.009
C 2.5198 -1.1330 2.2091 -0.050
H 2.8443 -1.2674 3.2521 0.004
C 1.1678 -1.1694 1.9070 0.242
H 0.4532 -1.5248 2.6538 -0.001
H -2.1044 0.9832 1.6720 0.022
Cl 0.3567 1.5398 2.5582 0.073
C 2.8689 5.2773 3.1004 -0.001
O 1.4305 5.4231 2.9179 0.006
C 0.8429 4.6226 2.0411 -0.025
O 1.5141 3.8235 1.3353 0.064
N -0.4937 4.7222 1.9688 0.012
N -1.1063 3.6817 1.1892 0.083
H 3.3843 5.4800 2.1450 0.000
H 3.0972 4.2527 3.4447 0.000
H 3.1142 6.0160 3.8605 0.000
H -1.0130 5.2269 2.6921 0.002
H -1.7149 3.1435 1.8206 -0.011
H -1.6890 4.1470 0.4891 -0.005
```

- ⟨S²⟩: 8.839
- Net charge: +2
- E: -70851.788 eV
- Lowest unoccupied orbital energy (spin up / spin down): -5.422 / -9.580 eV
- 2S+1: 6
- Kohn-Sham gap (spin up / spin down): 5.788 / 4.161 eV



No. 3
Formula: C31H33ClN2O2OsSi2
Source: OMol25
Level of theory: ωB97M-V with the def2-TZVPD basis set

```
72
Properties=species:S:1:pos:R:3:mulliken_spin:R:1
C -0.2620 -0.6965 -0.6396 0.055
C -1.1199 -1.5174 -1.4271 -0.031
C -1.3945 -0.8207 -2.6435 0.037
H -1.4834 -2.5039 -1.1452 -0.003
C -0.6981 0.4329 -2.5886 -0.061
C -0.0026 0.5124 -1.3537 0.080
H 0.6370 1.3336 -1.0326 0.009
H 0.2339 -1.0014 0.2733 0.006
H -1.9832 -1.1842 -3.4816 0.001
H -0.6729 1.1855 -3.3691 0.006
Os -2.1395 0.3208 -1.0658 0.897
Si -4.4863 3.5470 1.9492 0.783
C -3.8271 -0.8205 -0.3166 0.072
C -4.3598 -0.5669 0.9454 -0.051
H -3.9991 0.2746 1.5374 0.031
C -5.4178 -1.3463 1.4362 0.004
H -5.7506 -1.1976 2.4670 0.001
C -6.0573 -2.2556 0.5918 0.009
H -6.9516 -2.7827 0.9430 0.000
C -5.5593 -2.4639 -0.6963 -0.003
H -6.0872 -3.1424 -1.3751 0.000
C -4.3955 -1.8050 -1.1177 -0.013
H -3.9856 -2.0433 -2.1048 -0.002
C -2.9229 1.8167 -2.1648 -0.040
C -3.7325 1.3631 -3.3039 -0.014
H -4.1138 0.3374 -3.3492 -0.025
C -3.6040 2.1256 -4.4887 0.078
H -4.1534 1.7897 -5.3761 0.001
C -2.8139 3.2553 -4.5173 0.033
H -2.7348 3.8237 -5.4528 0.007
C -2.1222 3.7260 -3.3955 0.116
H -1.5054 4.6268 -3.4799 0.001
C -2.2494 3.1121 -2.1665 0.120
H -1.8604 3.4987 -1.2227 -0.033
H -3.8237 2.4304 1.1225 0.144
Si -4.6019 2.2989 -1.6358 0.441
C -5.3781 3.8521 -2.5090 0.335
C -6.3961 3.6681 -3.4642 0.197
H -6.9277 2.7129 -3.5248 0.013
C -6.7085 4.6742 -4.3933 -0.011
H -7.4567 4.4842 -5.1698 0.006
C -6.0421 5.9027 -4.3446 0.212
H -6.2532 6.6760 -5.0889 -0.005
C -5.1238 6.1419 -3.3118 0.155
H -4.5942 7.0961 -3.2694 0.004
C -4.8563 5.1527 -2.3490 0.045
H -4.1877 5.3690 -1.5103 0.002
C -6.1223 1.2333 -1.3577 0.024
C -6.6293 0.4135 -2.3760 -0.013
H -6.1006 0.2939 -3.3148 0.002
C -7.8373 -0.2710 -2.1946 0.013
H -8.2055 -0.9153 -2.9900 0.000
C -8.5467 -0.1342 -1.0040 0.024
H -9.4801 -0.6758 -0.8591 0.000
C -8.0449 0.6868 0.0095 0.037
H -8.5767 0.7710 0.9576 0.002
C -6.8582 1.3915 -0.1783 -0.072
H -6.4708 2.0592 0.5951 0.135
H -4.4142 3.2876 3.3712 0.073
Cl -3.2397 5.1355 1.5668 0.079
C 2.0768 0.8784 3.2375 0.000
O 1.4815 1.9476 2.4585 0.000
C 0.3016 1.7280 1.8654 0.009
O -0.2879 2.5720 1.1938 0.004
N -0.1932 0.4417 2.0230 0.008
N -1.5347 0.2840 1.5825 0.050
H 2.2794 -0.0176 2.6312 0.000
H 1.4663 0.6178 4.1173 0.000
H 3.0249 1.3008 3.5781 0.000
H 0.0871 -0.1353 2.8253 0.001
H -2.1051 1.0683 1.9180 0.012
H -1.8827 -0.6272 1.8983 -0.006
```

- ⟨S²⟩: 6.046
- Net charge: +2
- E: -70479.798 eV
- Lowest unoccupied orbital energy (spin up / spin down): -5.871 / -9.982 eV
- 2S+1: 5
- Kohn-Sham gap (spin up / spin down): 6.395 / 2.846 eV



Number 3 is which compound?
C31H33ClN2O2OsSi2



Which value of net charge does entry 1 give?
+1



The highest 2S+1 belongs to which entry?
C31H33ClIrN2O2Si2